Below is an isolated ion of composition C5H11O2 and charge -1 at a distorted geometry, with properties calculated with ωB97M-V/def2-TZVPD.

Computed properties:
- Charge: -1
- E_HOMO: -2.024 eV
- Orbital gap: 5.5 eV

```
18
C5H11O2 ωB97M-V/def2-TZVPD
O 2.08 -1.43 2.46
C 0.96 -0.95 2.05
C 0.79 -0.97 0.39
C -0.46 -0.55 -0.29
C -0.59 1.05 -0.24
C -0.70 1.54 -1.61
O -1.80 1.14 -2.50
H 0.95 0.27 2.31
H 0.10 -1.22 2.71
H 0.78 -2.02 0.18
H 1.63 -0.59 -0.23
H -0.32 -0.71 -1.32
H -1.28 -1.10 0.18
H 0.10 1.70 0.30
H -1.50 1.10 0.30
H 0.27 1.11 -2.12
H -0.64 2.58 -1.75
H -2.34 0.49 -2.09
```

---

Below is a 2-piece molecular cluster, C5H11O2 overall at a distorted geometry, with properties calculated with ωB97M-V/def2-TZVPD.

Computed properties:
- Charge: -1
- E_HOMO: -3.784 eV
- Orbital gap: 7.5 eV

```
18
C5H11O2 ωB97M-V/def2-TZVPD
C 0.43 1.45 0.66
C 0.38 2.42 1.86
C -0.39 1.97 -0.57
O 0.35 2.14 -1.60
O -1.60 2.15 -0.40
H 1.33 1.18 0.18
H -0.17 0.59 1.00
H 1.25 3.11 1.97
H 0.49 1.98 2.86
H -0.45 3.08 1.54
C -0.35 -2.32 -1.68
C -0.14 -2.70 -0.19
H -1.17 -1.63 -1.90
H 0.64 -1.90 -2.00
H -0.31 -3.25 -2.23
H -0.43 -1.71 0.30
H 0.87 -3.00 0.06
H -0.76 -3.54 0.16
```

---

Below is a 3-piece molecular cluster, C5H11O2 overall at a distorted geometry, with properties calculated with ωB97M-V/def2-TZVPD.

Computed properties:
- Charge: -1
- E_HOMO: -3.386 eV
- Orbital gap: 5.6 eV

```
18
C5H11O2 ωB97M-V/def2-TZVPD
C 1.51 -1.00 -0.09
O 2.67 -0.85 0.62
C 0.40 -0.09 0.48
C -0.87 -0.04 -0.36
C -2.09 -0.14 0.27
C -3.31 0.51 -0.05
H 1.06 -2.00 0.11
H 1.56 -0.87 -1.19
H 0.17 -0.30 1.53
H 0.64 0.98 0.38
H -0.79 -0.24 -1.41
H -2.16 1.72 0.82
H -2.13 -0.67 1.25
H -3.41 0.94 -1.05
H -4.11 0.31 0.66
H 3.37 0.03 -0.06
H 3.43 1.00 -1.32
O 4.05 0.73 -0.62
```

---

Below is a 2-piece molecular cluster, C5H11O2 overall at a distorted geometry, with properties calculated with ωB97M-V/def2-TZVPD.

Computed properties:
- Expectation value of S²: 0.756
- Multiplicity: 2
- Charge: 0
- E_HOMO (alpha / beta): -10.904 / -10.362 eV
- Orbital gap (alpha / beta): 11.7 / 7.0 eV

```
18
C5H11O2 ωB97M-V/def2-TZVPD
C -1.53 -0.84 1.00
C -0.35 -0.07 1.69
C -1.53 -0.42 -0.56
O -1.18 -1.30 -1.40
O -2.08 0.65 -0.64
H -1.39 -1.88 1.11
H -2.50 -0.44 1.49
H 0.42 0.21 1.11
H 0.13 -0.67 2.50
H -0.84 0.76 2.29
C 2.74 1.47 -0.74
C 2.92 0.22 0.14
H 2.06 2.22 -0.21
H 3.63 1.89 -0.82
H 2.21 1.10 -1.64
H 3.92 0.39 0.67
H 2.88 -0.73 -0.40
H 2.07 0.17 1.03
```

---

Below is a 2-piece molecular cluster, C5H11O2 overall at a distorted geometry, with properties calculated with ωB97M-V/def2-TZVPD.

Computed properties:
- Expectation value of S²: 0.755
- Multiplicity: 2
- Charge: 0
- E_HOMO (alpha / beta): -10.658 / -10.658 eV
- Orbital gap (alpha / beta): 11.4 / 7.3 eV

```
18
C5H11O2 ωB97M-V/def2-TZVPD
C 0.46 -2.75 -1.78
C -1.04 -2.54 -1.28
O -1.49 -3.42 -0.57
O -1.58 -1.55 -1.82
H 0.66 -3.76 -1.43
H 1.15 -2.08 -1.25
H 0.64 -2.61 -2.86
C -0.17 1.47 0.66
C -0.66 2.81 1.22
C 1.06 0.74 1.19
H 0.03 1.49 -0.44
H -1.10 0.89 0.74
H -0.04 3.50 0.62
H -1.65 3.21 0.94
H 0.86 -0.20 1.74
H 1.82 1.27 1.77
H -0.52 3.17 2.23
H 1.56 0.37 0.29
```

---

Below is a 2-piece molecular cluster, C5H11O2Si overall at a distorted geometry, with properties calculated with ωB97M-V/def2-TZVPD.

Computed properties:
- Charge: -1
- E_HOMO: -1.427 eV
- Orbital gap: 5.0 eV

```
19
C5H11O2Si ωB97M-V/def2-TZVPD
C 1.56 -2.54 2.51
C -1.16 2.29 0.42
C 1.47 0.55 -0.56
C -0.35 -1.53 -1.45
C -1.34 0.84 -0.09
O 1.45 -3.32 1.66
O 1.86 -1.84 3.39
Si -0.05 -0.44 0.07
H -0.17 2.65 0.67
H -1.71 3.01 -0.11
H -1.57 2.22 1.43
H 1.33 1.32 0.13
H 2.50 0.28 -0.51
H 1.32 0.84 -1.59
H -0.13 -1.06 -2.35
H 0.23 -2.44 -1.34
H -1.41 -2.00 -1.40
H -1.54 0.72 -1.20
H -2.28 0.45 0.32
```